Entry from OMol25: a structure of composition C26H26N6SiV in a non-equilibrium geometry (wB97M-V/def2-TZVPD).

Summary:
**M**: 501.6 g/mol
**2S+1**: 4
**LUMO (alpha / beta)**: -0.76 / -1.09 eV
**Largest force on an atom**: 3.31 eV Å⁻¹
**HOMO-LUMO gap (alpha / beta)**: 5.651 / 6.282 eV
**HOMO level (alpha / beta)**: -0.2354 / -0.2709 hartree

Geometry as XYZ:
```
60
C26H26N6SiV, DFT wB97M-V/def2-TZVPD
V 0.26281 0.44775 -0.53791
C -0.75423 -5.08952 -1.02754
C -1.06650 -4.36988 0.10265
C -0.47262 -3.14252 0.35333
C 0.42534 -2.56961 -0.52790
C 0.91945 -3.39315 -1.54113
C 0.26876 -4.58665 -1.85806
N 0.97799 -1.31496 -0.24558
C 2.13173 -1.25781 0.53763
C 2.62661 -2.28261 1.31974
C 3.72865 -2.05068 2.15352
C 4.28567 -0.77160 2.24494
C 3.83086 0.31372 1.42217
C 2.82942 -0.01566 0.56161
N 2.20486 0.91832 -0.18210
N 2.71947 2.09800 -0.46394
C 1.79363 2.83744 -1.01165
C 2.09570 4.14522 -1.36814
C 1.20789 4.96656 -1.99703
C -0.07072 4.40403 -2.29972
C -0.35988 3.13119 -1.83865
N 0.56523 2.33860 -1.28313
H -1.25105 -6.03513 -1.24537
H -1.87916 -4.73589 0.70829
H -0.75908 -2.57482 1.25299
H 1.80814 -3.11864 -2.16927
H 0.59756 -5.25694 -2.68070
H 2.32841 -3.26436 1.36303
H 4.14033 -2.83548 2.79405
H 5.10576 -0.55903 2.95267
H 4.17888 1.41762 1.51841
H 3.09325 4.49295 -1.07486
H 1.41060 6.01917 -2.21492
H -0.86102 5.06024 -2.64382
H -1.38415 2.82440 -1.87180
C 0.58368 2.86034 2.05698
Si -0.49194 1.33759 1.72406
C -2.20822 2.22900 1.88074
C -0.25894 -0.11893 2.98782
H 0.48823 3.10920 3.12984
H 0.35640 3.70179 1.45052
H 1.67011 2.63083 1.95942
H -2.22996 3.05846 1.15606
H -2.58196 2.46230 2.89338
H -3.04027 1.58611 1.56740
H -0.47804 0.14764 4.03694
H 0.82908 -0.18997 3.07064
H -0.81646 -1.05286 2.74027
N -4.45395 -2.88156 0.70026
C -4.19476 -2.19624 -0.16563
C -3.61481 -1.24520 -1.02909
C -4.16961 -0.75900 -2.25317
C -3.38383 0.04390 -3.02767
C -2.17617 0.43393 -2.59165
N -1.68203 0.08836 -1.41762
C -2.38855 -0.77952 -0.67082
H -5.22966 -1.03101 -2.40963
H -3.71898 0.38514 -4.03285
H -1.57231 1.08686 -3.20784
H -1.91563 -1.09740 0.24983
```

---

Entry from OMol25: a structure of composition C26H27Br2CaN5O3 (wB97M-V/def2-TZVPD).

Summary:
**M**: 657.4 g/mol
**LUMO**: -5.15 eV
**Largest force on an atom**: 0.63 eV Å⁻¹
**HOMO-LUMO gap**: 8.930 eV
**Net charge**: +2
**HOMO level**: -0.5176 hartree
**Energy above the lowest of the compared OMol25 structures with the same formula, charge and spin**: 13.5 kcal per mole

Geometry as XYZ:
```
64
C26H27Br2CaN5O3, DFT wB97M-V/def2-TZVPD
Ca -0.22084 -0.24934 -0.18400
C 2.84261 1.06320 0.52592
C 2.79747 -0.30474 0.26801
C 3.22670 -0.80060 -0.95784
C 3.69751 0.07104 -1.92998
C 3.74206 1.43458 -1.67435
C 3.31390 1.93158 -0.44912
H 2.52842 1.44149 1.48875
H 2.47602 -0.99020 1.04820
H 3.21612 -1.86671 -1.14395
H 4.04807 -0.31288 -2.87861
H 4.12942 2.11132 -2.42486
H 3.37200 2.99297 -0.24430
Br -0.59733 -2.30784 6.22224
C -0.94827 -2.06447 4.40644
C -2.04330 -1.31814 3.99699
C -2.21614 -1.12815 2.63907
N -1.41440 -1.63997 1.70538
C -0.41193 -2.43002 2.11306
C -0.12282 -2.64144 3.45449
C 0.35256 -3.14806 1.03444
C 1.06080 -4.30232 1.32701
C 1.65580 -5.00113 0.28545
Br 2.58454 -6.57757 0.63360
C 1.53592 -4.52230 -1.01088
C 0.83577 -3.34455 -1.19613
N 0.24352 -2.66493 -0.21404
H -2.73494 -0.89145 4.70872
H -3.04495 -0.52616 2.28351
H 0.72386 -3.23462 3.76430
H 1.12334 -4.68426 2.33389
H 1.98063 -5.03998 -1.84777
H 0.76580 -2.90787 -2.18543
C 0.02457 2.15787 3.79060
C -0.58058 1.75365 2.48317
O -0.06265 0.88303 1.76993
N -1.71529 2.35720 2.09532
C -2.34001 2.12957 0.79768
C -1.60890 2.81209 -0.33634
C -1.93869 4.10497 -0.70821
C -1.18783 4.73072 -1.69146
C -0.13663 4.03989 -2.26834
C 0.10813 2.74135 -1.85511
N -0.61041 2.12524 -0.91135
H 0.77750 1.42501 4.06472
H -0.73105 2.22513 4.57329
H 0.49789 3.13655 3.69584
H -2.08218 3.09195 2.67888
H -3.36011 2.50418 0.87289
H -2.43373 1.05387 0.60975
H -2.76629 4.61216 -0.23071
H -1.41874 5.74155 -2.00021
H 0.48749 4.48988 -3.02704
H 0.91029 2.16014 -2.29424
N -2.83296 -0.74684 -4.32822
C -1.33261 -0.63045 -4.21532
C -0.99101 -0.50692 -2.73172
O -1.94586 -0.55813 -1.91727
O 0.21244 -0.38303 -2.43236
H -3.12768 -1.57570 -4.84191
H -3.25426 0.06322 -4.77925
H -3.17823 -0.79917 -3.34324
H -0.99837 0.23763 -4.77664
H -0.88215 -1.52305 -4.64135
```

---

Entry from OMol25: a cluster of 3 separate species, C26H27BrF3N2 in total in a non-equilibrium geometry (wB97M-V/def2-TZVPD).

Summary:
**M**: 504.4 g/mol
**LUMO**: -3.75 eV
**Largest force on an atom**: 6.75 eV Å⁻¹
**HOMO-LUMO gap**: 7.080 eV
**Net charge**: +1
**HOMO level**: -0.3979 hartree
**Energy above the lowest of the compared OMol25 structures with the same formula, charge and spin**: 384.2 kcal per mole

Geometry as XYZ:
```
59
C26H27BrF3N2, DFT wB97M-V/def2-TZVPD
C -3.55697 -0.46083 -0.16756
C -3.16021 -1.72374 -1.15206
C -1.56530 -1.67770 -1.65237
F -1.29753 -2.98050 -2.34281
N -1.27699 -0.46019 -2.52332
C -1.54648 -0.27023 -4.00822
Br -2.35677 -1.57531 -5.31804
C -1.09223 1.22945 -4.54712
N -0.54644 1.88135 -3.29397
C -0.63930 0.88836 -2.12941
C -0.11821 1.13548 -0.55974
C 1.28114 0.22743 -0.44205
C 2.37157 0.49591 -1.68101
C 3.78863 -0.32346 -1.77245
C 4.06655 -1.44423 -0.57312
C 5.43464 -2.34785 -0.60757
C 2.99492 -1.69490 0.68607
C 1.55263 -0.85562 0.78236
H -2.96656 -0.64401 0.85116
H -4.73610 -0.42622 0.00244
H -3.18807 0.56962 -0.58590
H -3.39793 -2.71539 -0.53504
H -3.89261 -1.76213 -2.09195
H -0.90155 -1.67746 -0.66482
H -1.18085 1.61977 -5.64986
H -0.16899 2.86090 -3.31997
H -0.92132 0.84399 0.24008
H 0.24618 2.25891 -0.49160
H 2.14284 1.27708 -2.54703
H 4.52460 -0.09223 -2.65234
H 5.75023 -2.47384 -1.74420
H 6.24063 -1.76853 0.03360
H 5.18828 -3.41991 -0.15733
H 3.26292 -2.49969 1.50197
H 0.77616 -1.03378 1.66579
F -0.57070 4.35671 -0.47584
C 0.10588 5.05360 0.44676
C -0.12125 4.80358 1.79567
C 0.58673 5.52536 2.75659
C 1.50697 6.49778 2.35742
C 1.72421 6.74493 1.00109
C 1.02430 6.01525 0.04050
H -0.84596 4.05031 2.08693
H 0.42211 5.33198 3.81369
H 2.05568 7.06362 3.10729
H 2.43792 7.50514 0.69285
H 1.18735 6.18818 -1.01811
F -0.99357 -1.57393 2.57792
C -1.35328 -2.86436 2.57416
C -1.42994 -3.54976 1.36668
C -1.79945 -4.89477 1.36276
C -2.09907 -5.53701 2.56672
C -2.02413 -4.83907 3.77304
C -1.64379 -3.49730 3.77761
H -1.20167 -3.03217 0.44070
H -1.85480 -5.44163 0.42477
H -2.39156 -6.58487 2.56277
H -2.26178 -5.33994 4.70843
H -1.57173 -2.94212 4.70697
```